# 1
# C3H3FS2

A molecular structure, C3H3FS2 (wB97M-V/def2-TZVPD, OMol25).

The value obtained for the energy above the lowest of the compared OMol25 structures with the same formula, charge and spin is 36.4 kcal per mole. Its expectation value of S² is 2.029. The multiplicity is 3. The net charge is 0. For the molar mass, the calculation gives 122.2 g mol⁻¹. The value obtained for the LUMO energy (alpha / beta) is -0.4 / -3.9 eV. The HOMO energy (alpha / beta) comes out at -7.76 / -9.24 eV.

```
9
C3H3FS2 | OMol25 | wB97M-V/def2-TZVPD
C -0.476 -0.239 -0.095
C 0.650 0.352 0.112
C -1.273 -0.550 -1.254
F 2.854 1.188 1.988
S -2.917 -0.745 -1.278
S 1.477 0.348 2.234
H -1.018 -0.486 0.913
H 1.600 0.777 -0.345
H -0.896 -0.645 -2.275
```

***

# 2
# C3H3FeLiO2

A molecular structure, C3H3FeLiO2 (wB97M-V/def2-TZVPD, OMol25).

The value obtained for the energy above the lowest of the compared OMol25 structures with the same formula, charge and spin is 66.7 kcal per mole. Its expectation value of S² is 8.813. The multiplicity is 6. The net charge is +1. For the molar mass, the calculation gives 133.8 g mol⁻¹. The value obtained for the LUMO energy (alpha / beta) is -4.9 / -5.3 eV. The HOMO energy (alpha / beta) comes out at -10.82 / -13.34 eV.

```
10
C3H3FeLiO2 | OMol25 | wB97M-V/def2-TZVPD
O 0.263 0.508 -1.462
Li 0.509 2.086 -2.265
C 0.214 -1.511 0.152
C 0.554 -0.067 0.102
O -0.691 -1.341 1.216
C -0.525 0.095 1.173
H 1.573 0.293 0.306
H -1.443 0.592 0.827
H -0.213 0.500 2.146
Fe -0.241 -1.155 -2.193
```